## A
Computed, not measured: one molecule with the formula C4H9N3O2, with the ωB97M-V functional and the def2-TZVPD basis.

SMILES	[H]/N=C(/NO)NC(=C)OC

The geometry in XYZ format:
```
18
C4H9N3O2 (the ωB97M-V functional and the def2-TZVPD basis)
C 2.146 0.853 0.263
C 0.735 -1.123 -0.098
C 0.833 -2.205 0.919
C -0.999 0.482 -0.834
H 3.082 1.062 -0.149
H 1.546 1.808 0.350
H 2.086 0.251 1.327
H -0.222 -2.334 1.545
H 1.670 -2.835 0.494
H -0.946 -0.442 1.055
H 0.497 0.362 -1.974
H -2.556 2.125 -0.769
H -3.344 0.054 0.629
N -0.464 -0.492 0.002
N -0.529 0.764 -2.089
N -2.354 1.018 -0.629
O 1.606 -0.218 -0.707
O -2.787 0.869 0.663
```

The Mulliken scheme yields these atomic charges, measured in e: atom 1 (C): -0.522, atom 2 (C): 0.459, atom 3 (C): -0.769, atom 4 (C): 0.191, atom 5 (H): 0.246, atom 6 (H): 0.203, atom 7 (H): 0.300, atom 8 (H): 0.186, atom 9 (H): 0.340, atom 10 (H): 0.323, atom 11 (H): 0.443, atom 12 (H): 0.307, atom 13 (H): 0.356, atom 14 (N): -0.157, atom 15 (N): -0.784, atom 16 (N): -0.163, atom 17 (O): -0.469, atom 18 (O): -0.490

---

## B
Computed, not measured: C4H9N3O2 as an isolated structure, with the ωB97M-V functional and the def2-TZVPD basis.

The geometry in XYZ format:
```
18
C4H9N3O2 (the ωB97M-V functional and the def2-TZVPD basis)
C -1.823 0.479 0.414
C 0.205 0.119 1.694
N -0.447 -0.007 0.395
N -0.078 -1.675 -0.135
C 0.715 -1.344 -1.172
C 0.515 0.319 -1.225
N 1.669 1.050 -0.923
O 1.491 -1.957 -1.866
O -0.236 0.658 -2.146
H -0.957 -2.146 -0.318
H 2.401 0.577 -0.412
H 1.946 1.689 -1.657
H -2.223 0.455 -0.600
H -1.876 1.512 0.777
H -2.428 -0.146 1.077
H 0.259 1.166 2.003
H -0.347 -0.451 2.446
H 1.213 -0.298 1.648
```

The Mulliken scheme yields these atomic charges, measured in e: atom 1 (C): -0.955, atom 2 (C): -0.915, atom 3 (N): 0.159, atom 4 (N): -0.367, atom 5 (C): 0.286, atom 6 (C): 0.755, atom 7 (N): -0.482, atom 8 (O): -0.541, atom 9 (O): -0.710, atom 10 (H): 0.291, atom 11 (H): 0.216, atom 12 (H): 0.242, atom 13 (H): 0.357, atom 14 (H): 0.326, atom 15 (H): 0.324, atom 16 (H): 0.335, atom 17 (H): 0.347, atom 18 (H): 0.332

---

Ranking the structures above by stability puts B first and A last.